No. 1
Molecular formula: C2H9NO3Si
Method: DFT, wB97M-V/def2-TZVPD

Each line ends with the Löwdin charge.
CARTESIAN COORDINATES (ANGSTROEM)
C1 -2.35 -0.70 0.75  -0.197
C2 1.18 1.79 -1.26  -0.107
N1 0.95 -0.07 1.32  -0.087
O1 1.70 -2.13 -0.52  -0.064
O2 -1.87 0.61 0.72  -0.110
O3 1.45 0.41 -1.35  -0.225
Si1 1.43 -0.62 -0.07  0.372
H1 -3.29 -0.73 0.11  0.089
H2 -2.75 -0.79 1.74  0.054
H3 -1.73 -1.68 0.50  0.108
H4 0.82 2.08 -2.22  0.085
H5 2.12 2.19 -1.03  0.077
H6 0.46 1.95 -0.50  0.061
H7 -1.06 0.65 1.10  -0.045
H8 0.79 -0.70 2.05  -0.056
H9 2.15 -2.28 -1.32  0.045

Results
HOMO in eV: -9.71
Relative energy (zero: lowest compared OMol25 entry of this formula, charge and spin) in kcal per mole: 71.0
Energy in eV: -17730.62479
Total charge: 0

No. 2
Molecular formula: C2H9NO3Si
Method: DFT, wB97M-V/def2-TZVPD

Each line ends with the Löwdin charge.
CARTESIAN COORDINATES (ANGSTROEM)
C1 -0.38 3.24 1.08  -0.125
C2 -1.09 -1.90 0.82  -0.069
N1 1.43 -2.19 -1.96  0.041
O1 1.00 0.51 -1.08  -0.300
O2 -0.48 1.83 1.05  -0.183
O3 -0.73 -0.51 0.80  -0.177
Si1 0.00 0.68 0.10  0.306
H1 -0.97 3.65 0.14  0.122
H2 0.69 3.79 1.04  0.131
H3 -0.82 3.59 1.98  0.056
H4 -1.70 -2.08 1.76  0.104
H5 -0.24 -2.55 0.87  0.078
H6 -1.68 -2.12 -0.02  0.070
H7 2.06 -1.76 -1.36  -0.019
H8 1.10 -1.45 -2.54  -0.012
H9 1.81 -2.73 -2.68  -0.020

Results
HOMO in eV: -9.59
Relative energy (zero: lowest compared OMol25 entry of this formula, charge and spin) in kcal per mole: 56.9
Energy in eV: -17731.23743
Total charge: 0

No. 3
Molecular formula: C2H9NOS
Method: DFT, wB97M-V/def2-TZVPD

Each line ends with the Löwdin charge.
CARTESIAN COORDINATES (ANGSTROEM)
C1 -0.33 0.51 0.72  -0.234
C2 -1.13 1.09 -0.61  -0.623
S1 -0.50 1.40 -2.22  0.656
N1 1.18 0.86 0.77  -0.055
H1 -0.12 -0.55 0.66  0.064
H2 -0.79 0.81 1.70  0.107
H3 -1.58 2.09 -0.49  0.033
H4 -2.07 0.39 -0.71  0.094
H5 0.07 2.65 -2.20  -0.129
H6 1.42 1.81 0.65  0.019
H7 1.64 0.36 -0.06  0.074
H8 1.24 -4.42 0.33  0.027
H9 0.50 -3.12 1.00  0.007
O1 0.47 -3.88 0.45  -0.041

Results
HOMO in eV: -9.04
Relative energy (zero: lowest compared OMol25 entry of this formula, charge and spin) in kcal per mole: 33.9
Energy in eV: -16591.19637
Total charge: 0